Molecular formula: C39H60Br2F2O15S4
Method: DFT, the ωB97M-V functional and the def2-TZVPD basis

```
122
Properties=species:S:1:pos:R:3:forces:R:3
H 4.5460 3.2734 -6.1138 0.00 -0.03 0.00
H 4.7052 1.1185 -1.7282 -0.09 -0.16 -0.05
C 1.5095 -2.8379 2.4087 -0.03 -0.06 -0.11
H -2.7025 -9.9499 5.4211 0.01 0.00 -0.02
O -1.7132 -7.5112 5.3246 0.10 -0.04 0.00
C 1.6622 -0.6680 1.3590 0.14 0.00 -0.03
O 3.3424 1.2417 -4.5370 0.07 -0.08 0.02
C -4.7744 -1.6933 2.0119 -0.03 0.11 0.02
H -6.5507 0.0765 1.8246 -0.06 0.02 0.10
C 3.9322 7.2249 -10.0723 -0.17 -0.21 -0.20
S -2.0050 -7.4074 3.9277 -0.20 0.15 -0.08
H 6.8592 7.8140 -7.3426 -0.01 -0.01 -0.01
H 2.5563 -7.0796 2.5567 0.02 -0.01 -0.11
O 4.3982 6.4969 -7.2451 -0.07 -0.09 0.07
C -0.4429 -1.8729 1.4499 -0.11 0.06 0.01
H 2.0277 7.9474 -9.3359 0.01 -0.02 0.01
C -1.9002 -1.9683 1.1320 -0.11 -0.17 -0.09
C -3.6870 -10.0012 4.9599 0.07 0.11 0.07
C -2.6343 -0.6630 1.1177 0.00 0.09 0.10
O 3.0604 3.2814 -0.0394 0.08 0.10 -0.03
O 1.3668 2.6798 -4.8732 0.05 0.07 0.03
H -4.2030 3.7632 -1.2267 -0.01 0.00 -0.05
H -3.2277 -0.4948 4.2335 -0.01 -0.05 -0.10
H 3.4140 -0.7346 -0.5017 0.03 0.00 -0.10
C -6.2449 1.6517 3.2355 -0.02 -0.03 0.02
H 4.2149 -2.5580 1.7849 0.08 0.03 0.05
H 2.4081 -1.5579 5.1155 -0.12 0.09 -0.15
H 3.6990 -5.0176 2.6080 0.00 0.05 -0.05
C 0.3121 0.7909 -3.7042 0.17 -0.05 -0.05
C 3.1302 0.3193 -0.4290 0.19 -0.02 -0.07
C -3.6984 -9.3475 3.5945 -0.04 -0.31 -0.08
H -0.6423 0.2789 -3.5739 -0.03 0.05 0.00
H -1.3315 -5.2055 3.7448 0.01 -0.04 0.04
H -2.9580 -9.7897 2.9264 0.05 0.06 0.02
H -5.3723 2.4712 -0.9530 -0.08 0.07 -0.04
H 2.6521 -4.6001 1.2326 0.08 0.05 -0.03
H 6.2254 9.4835 -7.5237 -0.01 0.01 0.00
F -7.0633 0.7743 3.9759 0.02 0.10 -0.06
H 1.1897 -6.3805 1.6634 -0.05 -0.12 0.05
H -3.5953 -1.8606 5.2832 0.02 0.00 0.01
C -3.5281 -1.5458 4.2442 0.06 0.05 -0.04
C 4.0968 -1.9015 3.8300 -0.29 0.36 -0.16
C -2.2645 -5.7175 3.5166 -0.01 0.00 -0.04
H 1.0650 0.0510 -3.9743 -0.03 -0.02 -0.03
O 3.4876 8.7917 -7.2975 -0.02 -0.01 0.05
H -0.4087 -3.7880 2.3977 0.05 -0.02 -0.04
H -5.3740 2.5290 4.9661 0.01 -0.01 -0.01
C -3.9725 -0.5086 1.5121 0.05 -0.15 -0.10
H 2.7599 8.9598 -10.5776 0.00 -0.01 -0.04
C 3.7580 -1.7343 2.3427 0.01 -0.37 -0.03
H -3.9661 -11.0504 4.8592 -0.03 0.00 -0.03
C -5.0408 1.9632 4.0949 -0.27 0.08 0.29
O -2.4135 -3.0462 0.9025 0.16 0.22 0.19
O 2.3313 1.4694 -6.7793 0.02 -0.11 -0.02
H -6.4390 1.6483 1.1009 -0.08 -0.08 0.01
H 5.5171 3.6070 1.3438 0.04 -0.08 0.10
H 3.8034 6.2072 -9.7019 0.02 0.03 0.08
C 2.6056 7.9295 -10.2581 0.02 0.09 0.13
H 4.4788 7.1722 -11.0112 0.07 0.05 0.03
C -4.8634 -1.7315 3.5396 0.15 0.23 0.03
C 1.8963 -6.2184 2.4759 -0.13 0.23 -0.08
H -0.6070 2.5607 -4.5279 0.06 0.06 0.02
H 3.1975 0.7902 1.6956 0.05 -0.07 0.02
C -3.8003 1.8528 0.9869 0.09 0.16 0.06
H 2.0246 7.4072 -11.0184 0.03 -0.01 -0.03
C 2.4569 0.5412 0.9351 -0.12 0.16 -0.01
C -5.9884 1.0050 1.8593 0.06 0.15 -0.24
S 4.5300 7.8713 -7.6285 0.08 0.03 -0.12
C 0.1830 1.8536 -4.7721 -0.25 -0.17 -0.02
C -4.5500 0.7679 1.4573 0.03 -0.01 0.03
O 5.2469 3.5613 -1.1600 -0.03 -0.04 0.27
H 3.6449 4.0503 -4.7841 0.01 -0.02 0.02
S 2.6722 2.0482 -5.5140 -0.07 0.20 0.07
H -4.5988 1.0386 4.4656 0.14 0.08 -0.17
H -4.3000 2.5656 3.5725 0.07 -0.10 -0.04
S 4.4011 2.8339 -0.2570 -0.28 -0.19 -0.48
C 0.2981 -0.7559 1.0720 -0.24 0.04 -0.06
C 4.4237 1.1045 -0.6755 -0.06 -0.17 0.07
H -3.0696 -5.3232 4.1309 -0.02 0.00 0.01
H 3.9813 -2.9389 4.1179 0.23 0.00 0.13
O 4.8310 7.9341 -9.1844 0.02 0.13 0.04
H 3.0412 4.1650 -6.4663 0.00 0.01 0.00
C -4.4177 3.2251 0.8276 -0.10 -0.07 -0.16
O 0.0675 1.0025 -0.5092 -0.32 0.05 0.22
H 5.2409 0.6637 -0.1048 0.11 0.15 -0.05
H -2.7344 -2.1119 3.7521 -0.04 -0.13 0.07
H 3.8431 -0.6811 5.6033 -0.03 0.04 -0.01
C -1.8922 0.4430 0.6994 0.00 -0.09 -0.02
H -0.0410 1.4256 -5.7505 0.13 0.03 -0.03
C 6.0696 8.5085 -7.0708 0.04 0.00 0.02
H -5.5838 -1.0002 3.9011 -0.02 -0.11 0.05
C -0.4493 0.2955 0.3308 0.24 0.07 -0.08
F -3.4342 4.1944 1.0353 -0.08 0.01 0.07
O -3.4814 -7.9178 3.6498 -0.01 0.09 0.09
C 2.2772 -1.7319 2.0353 0.08 0.04 0.09
C 0.1637 -2.9165 2.1126 -0.16 -0.10 -0.02
C -2.4772 1.6935 0.6194 0.04 -0.09 -0.10
H 1.3255 -6.1452 3.4013 0.07 -0.09 0.04
H -4.3407 -2.6238 1.6667 0.06 0.06 -0.07
H 0.6007 1.2368 -2.7565 -0.06 0.03 0.04
H 2.9153 -0.1184 4.1968 0.01 0.08 0.06
H -6.8451 2.5530 3.0903 -0.02 -0.03 0.07
C 3.2649 -0.9970 4.7378 0.16 -0.27 0.08
O 5.1463 2.7306 1.1507 0.14 0.30 0.20
H -5.1810 3.4007 1.5863 0.07 0.03 0.03
C 2.6635 -4.9149 2.2760 0.00 -0.25 0.33
H -2.5014 -5.6357 2.4588 0.00 0.01 -0.01
C 3.5606 3.5446 -5.7421 0.01 0.07 -0.03
H 4.2388 -0.8290 1.9854 -0.10 0.05 -0.02
O 2.0710 -3.8799 3.0933 0.17 0.12 -0.06
H 5.9927 8.6003 -5.9897 -0.02 -0.01 0.00
H -5.7755 -1.6317 1.5881 -0.06 -0.20 0.06
C -5.0018 3.4226 -0.5696 0.04 -0.19 0.20
Br -5.6155 -3.4598 4.0688 -0.12 -0.06 -0.04
H -4.3958 -9.5098 5.6260 -0.03 -0.02 -0.01
Br 5.9984 -1.4635 4.0219 0.09 -0.14 0.02
H -1.8908 2.5360 0.2799 0.01 0.00 -0.02
H 1.7954 1.3990 0.8694 0.12 0.03 0.00
O -1.1228 -8.0160 2.9765 0.10 -0.06 0.04
H 2.4218 0.5017 -1.2350 -0.08 0.08 0.10
H -5.8134 4.1466 -0.5613 0.06 0.10 -0.07
H -4.6745 -9.4472 3.1250 -0.01 0.09 -0.01
```
Positions in Å, forces in eV/Å.

The calculation puts the HOMO-LUMO gap at 0.3124 Ha. For the LUMO energy, the calculation gives -1.0 eV. Its SMILES is CCOc1cc2c(c(CCCS(=O)(=O)O)c1C[C@H](C)Br)C(=O)c1cc([C@H](C)F)c(C[C@H](C)F)c(C[C@H](C)Br)c1C2=O.CCOS(C)(=O)=O.CCOS(C)(=O)=O.CCOS(C)(=O)=O. For the HOMO energy, the calculation gives -9.51 eV.

Mulliken atomic charge list, values in e, 6 entries: 0.41 0.54 0.45 0.30 -0.65 -0.23


Molecular formula: C39H60Cl2GeO9Se2V
Method: DFT, the ωB97M-V functional and the def2-TZVPD basis

```
114
Properties=species:S:1:pos:R:3:forces:R:3
H -2.4508 -5.0916 -1.1088 0.01 0.00 -0.02
H -1.5304 3.9824 -4.6057 -0.01 0.00 0.00
C -3.6926 -2.6304 -1.3018 0.00 0.02 0.03
H -1.9128 -1.0893 7.9603 0.02 0.00 0.00
H -1.7364 -3.6028 -4.9539 -0.01 0.00 0.00
H 1.6054 -0.9661 5.3930 -0.04 0.01 -0.02
H 1.1528 -5.5541 -3.5422 0.02 0.01 0.00
C 0.4600 1.9748 -0.2549 -0.03 0.03 -0.08
H 2.1890 4.3728 -4.3678 0.00 0.01 0.01
H 2.0869 -1.9352 -3.0932 0.00 0.01 0.00
H -1.7130 2.1883 1.6534 -0.01 -0.01 0.01
H 1.8490 1.0970 -3.2617 0.01 -0.01 0.00
H -0.7631 -2.2652 -5.5617 0.01 0.01 0.00
C 0.3793 -3.7317 -4.4370 -0.01 0.01 -0.02
C 1.6965 -3.3693 -5.1245 0.00 -0.01 0.02
C 0.2173 -3.0148 -3.1004 -0.04 0.02 0.05
Cl 3.8803 -3.0729 0.7911 -0.01 0.00 -0.04
O 1.9200 4.9880 1.7079 0.06 -0.03 -0.03
C 0.4311 2.7080 -3.0355 0.05 -0.02 -0.01
C -1.1705 5.2350 0.1302 -0.02 0.02 -0.02
H 1.4254 0.4754 6.4493 0.01 -0.01 -0.01
O 3.0089 0.2993 2.7083 -0.28 0.10 -0.04
H 0.0137 2.1148 -6.4222 0.00 0.00 -0.01
C 4.1110 0.9119 2.8224 0.21 -0.16 -0.25
H -3.4323 -0.3738 7.4067 -0.01 0.01 0.00
H -1.1947 5.6485 -0.8803 0.00 0.01 -0.01
C -2.7061 -1.1663 7.2150 0.03 0.06 -0.06
H -1.8959 1.4098 4.6702 -0.01 0.02 -0.02
C 1.2268 1.6605 -2.5730 -0.01 0.01 -0.01
H -0.5919 -5.5708 -3.7831 0.00 0.00 0.01
C -1.4541 3.7251 0.1291 -0.05 -0.02 0.01
C 0.9439 -1.5221 -1.3571 0.04 -0.01 -0.08
H -3.6135 3.9830 0.1386 0.00 0.01 0.00
C 0.0179 1.8662 -5.3555 0.01 0.00 -0.02
H -3.6946 -1.5551 -1.4912 0.00 0.01 0.00
O 3.6621 2.0255 0.6247 -0.05 0.14 0.06
H 2.5849 2.6950 -4.7314 0.01 -0.01 0.00
H -1.0369 4.1235 -2.4216 0.00 0.00 -0.01
H 1.5788 5.2350 2.5797 0.00 0.01 0.01
O 2.8342 3.4375 3.0320 0.05 -0.04 0.03
C 1.8693 3.4932 -4.9303 -0.01 -0.01 -0.01
C 1.1622 -2.1477 -2.5705 -0.03 -0.02 0.00
V 1.2338 -0.2179 1.6262 -0.15 0.08 0.58
C -0.4163 2.9934 -0.7404 0.08 -0.05 0.06
Se 0.4879 0.9588 4.1726 -0.11 0.09 -0.09
C 2.6580 3.8634 1.9281 -0.15 -0.09 0.00
H -2.7509 -1.2684 0.8887 -0.01 0.01 -0.03
H -4.6327 -2.8941 -0.8067 -0.01 -0.01 0.00
H -2.9326 3.8753 -1.4896 0.00 0.00 -0.01
C -0.3771 3.3301 -2.0915 -0.02 0.01 -0.01
Cl 4.7831 -3.7896 3.4675 0.00 -0.01 0.03
H -0.6701 -3.8569 -6.3440 0.00 -0.01 -0.01
H -0.4367 4.4736 -5.9047 0.00 0.00 -0.01
H -3.2056 -2.1273 7.3484 0.00 -0.02 -0.02
H -2.3488 3.7963 2.0756 0.00 0.01 0.01
O 4.8775 0.8621 3.7882 -0.03 0.08 0.05
C -2.8521 3.4878 -0.4725 0.00 0.01 0.00
H -0.2431 -2.3916 4.0869 0.08 0.04 0.02
Se 2.2276 -0.2652 -0.7054 0.18 0.08 -0.41
C -3.4587 -1.1090 4.1249 -0.01 0.05 -0.04
C 4.6405 1.6670 1.5887 0.00 0.04 0.07
C 2.1442 -3.0757 2.8925 0.13 0.16 -0.31
H -0.9837 1.5412 -5.0686 -0.01 0.01 0.00
C 3.2387 3.3498 0.6290 0.00 0.05 -0.07
H -3.4357 -4.8244 0.3362 -0.01 0.00 0.00
H -1.6812 -3.8962 -2.7113 -0.01 -0.01 -0.01
O 1.8388 -4.1168 3.4530 -0.02 -0.08 0.15
H -1.6675 -4.8200 0.4512 0.01 0.00 0.01
H -0.9997 1.2556 6.1690 0.01 -0.04 0.01
H 1.7559 -2.2986 -5.3286 0.00 0.01 0.00
H 0.6907 1.0211 -5.2065 0.00 -0.01 0.01
H -0.1871 5.4389 0.5538 0.00 -0.02 -0.01
H 5.2045 2.5399 1.9300 -0.03 -0.02 0.00
C -1.1726 0.7852 5.1987 -0.02 -0.10 -0.03
Ge -1.9637 -1.0156 5.3850 0.12 -0.04 0.01
C -1.1868 -2.6129 -1.1036 -0.06 -0.05 -0.03
C -2.7199 -2.3533 0.9598 0.09 -0.07 -0.01
H -3.0751 2.4197 -0.5013 0.01 -0.01 0.01
C -0.7255 -2.4829 5.0611 -0.23 0.02 0.02
H 0.4847 -5.7793 -5.1725 0.00 -0.01 -0.01
H 5.3315 0.9886 1.0789 0.01 -0.02 0.05
H 2.5555 -3.6453 -4.5105 0.01 -0.01 0.01
H -0.6037 3.4517 2.1330 0.01 0.00 -0.02
H -1.9109 -2.6061 1.6466 -0.06 0.04 0.00
H -1.2889 -3.4188 5.0635 0.01 -0.01 0.01
C 1.2283 1.2952 -1.2464 -0.04 0.03 0.06
C -2.5011 -3.0096 -0.4078 0.01 0.03 0.08
H 1.9086 3.7295 -5.9989 0.00 0.00 -0.01
C -1.5259 3.2594 1.5881 -0.01 0.00 0.02
H 3.8725 -1.7523 2.7305 0.00 0.01 0.02
H 2.6750 0.4266 5.1638 0.04 -0.01 0.03
H -3.8945 -2.1088 4.1028 0.01 -0.01 0.00
H -3.1032 -0.8747 3.1204 -0.01 -0.01 0.05
H 0.0426 -2.5511 5.8302 0.02 0.00 -0.01
H -3.6624 -3.1421 -2.2658 0.01 0.00 -0.01
H -4.2406 -0.3939 4.3896 0.01 0.01 0.02
C 0.4502 3.0780 -4.5161 -0.01 0.01 -0.02
C -0.9296 -3.2123 -2.3280 0.03 0.01 -0.01
H -3.6683 -2.7125 1.3755 -0.01 -0.02 -0.02
H -0.2304 5.1355 -4.2780 0.01 0.01 0.01
C -0.4946 4.2366 -4.8389 0.00 0.00 0.03
C 1.6728 0.1174 5.4495 0.06 -0.05 0.02
C -0.7674 -3.3421 -5.3823 0.00 -0.02 0.01
C -2.5131 -4.5309 -0.1745 0.00 0.03 0.00
H 4.0592 4.0433 0.3769 0.04 -0.02 0.01
O -0.3890 -1.0433 0.5286 0.07 0.19 0.18
H 1.7758 -3.9010 -6.0769 -0.01 0.00 -0.01
C -0.2280 -1.6902 -0.5676 0.01 -0.17 -0.14
H -1.9260 5.7591 0.7253 0.00 0.00 0.02
C 3.6371 -2.7934 2.5410 -0.05 -0.04 0.08
O 1.3868 -2.1380 2.5051 -0.05 -0.02 0.02
O 0.5892 1.6890 0.9951 0.15 -0.15 0.11
C 0.3545 -5.2512 -4.2217 -0.01 -0.02 -0.03
H 2.4781 3.4534 -0.1458 0.01 -0.02 0.02
```
Positions in Å, forces in eV/Å.

The calculation puts the HOMO-LUMO gap (spin up / spin down) at 0.1905 / 0.2262 Ha. For the LUMO energy (spin up / spin down), the calculation gives 4.0 / 3.9 eV. The relative energy (zero: lowest compared OMol25 entry of this formula, charge and spin) comes out at 12.9 kcal per mole. Its expectation value of S² is 3.757. For the HOMO energy (spin up / spin down), the calculation gives -1.23 / -2.21 eV. Its net charge is -2. Its spin multiplicity is 4.

Mulliken atomic charge list, values in e, 6 entries: 0.37 0.37 -1.91 0.35 0.28 0.09